a.
Entry from the OMol25 dataset: 2 unconnected molecules or ions with the total composition C10H16 (ωB97M-V with the def2-TZVPD basis set).

Geometry as XYZ:
```
26
Properties=species:S:1:pos:R:3:lowdin_charge:R:1
C -0.97 -1.18 -2.29 -0.0804
C -0.22 -1.92 -1.27 -0.3616
C 1.18 -1.81 -1.55 -0.0360
C 2.04 -2.07 -0.42 -0.0647
C 1.48 -2.79 0.72 -0.0674
C 0.06 -2.98 0.87 -0.0709
C -0.73 -2.56 -0.19 -0.0884
H -2.02 -1.19 -1.86 0.0835
H -1.09 -1.90 -3.26 0.1474
H -0.60 -0.22 -2.43 0.0442
H 1.63 -1.07 -2.29 0.1246
H 3.04 -1.82 -0.42 0.0605
H 2.14 -2.81 1.64 0.1026
H -0.36 -3.34 1.72 0.0577
H -1.90 -2.48 -0.13 0.1467
C -1.58 2.37 1.36 -0.0815
C 0.05 2.18 1.13 -0.2848
C 0.68 3.38 0.55 -0.1352
H -2.41 1.85 1.01 0.0222
H -1.84 3.37 0.87 0.0596
H -1.66 2.79 2.39 0.0677
H 0.25 1.87 2.11 0.0670
H 0.18 1.27 0.62 0.0654
H 1.10 4.14 1.16 0.0486
H 1.67 3.07 0.06 0.0945
H -0.12 3.82 -0.08 0.0788
```

Summary:
Net charge ... 0
Structure (SMILES) ... Cc1ccccc1.CCC
Lowest unoccupied orbital energy ... 0.926 eV

=====

b.
Entry from the OMol25 dataset: 2 unconnected molecules or ions with the total composition C10H16 (ωB97M-V with the def2-TZVPD basis set).

Geometry as XYZ:
```
26
Properties=species:S:1:pos:R:3:lowdin_charge:R:1
C 2.56 -1.57 0.75 -0.0427
C 1.17 -2.10 0.36 -0.2938
C 0.35 -2.55 1.35 -0.0588
C -0.95 -2.93 0.97 -0.0951
C -1.40 -2.91 -0.34 -0.0925
C -0.49 -2.50 -1.35 -0.0816
C 0.75 -2.04 -0.97 -0.0694
H 3.05 -1.34 -0.20 0.0701
H 3.04 -2.25 1.44 0.0726
H 2.47 -0.61 1.25 0.0762
H 0.58 -2.46 2.41 0.1148
H -1.70 -3.28 1.68 0.0974
H -2.46 -3.02 -0.52 0.0958
H -0.87 -2.30 -2.35 0.0991
H 1.39 -1.55 -1.70 0.1077
C -1.92 2.92 -0.70 -0.1235
C -0.41 3.23 -0.74 -0.3235
C 0.33 3.03 0.56 -0.1413
H -2.46 3.54 -1.40 0.0634
H -2.27 3.07 0.33 0.0688
H -2.16 1.90 -0.98 0.0606
H -0.02 2.44 -1.42 0.0974
H -0.22 4.17 -1.25 0.0955
H 0.12 2.15 1.15 0.0653
H 1.39 3.15 0.36 0.0647
H 0.12 3.81 1.31 0.0727
```

Summary:
Net charge ... 0
Structure (SMILES) ... Cc1ccccc1.CCC
Lowest unoccupied orbital energy ... 0.923 eV

=====

Relative to the most stable one, in eV, the structures come out at a 2.703; b 0.000.

=====

a.
Entry from the OMol25 dataset: 2 unconnected molecules or ions with the total composition C10H16 (ωB97M-V with the def2-TZVPD basis set).

Geometry as XYZ:
```
26
Properties=species:S:1:pos:R:3:lowdin_charge:R:1
C 2.07 -0.15 3.34 -0.1144
C 1.82 -0.49 1.91 -0.2511
C 0.43 -0.62 1.38 -0.2502
C -0.35 -1.77 1.63 -0.0425
C -1.38 -2.00 0.75 -0.0917
C -1.79 -1.03 -0.18 -0.1012
C -1.11 0.14 -0.26 -0.1300
C 0.01 0.41 0.53 -0.0391
H 2.25 -0.92 4.13 0.0862
H 1.39 0.62 3.72 0.0790
H 3.02 0.36 3.49 0.0550
H 2.44 0.04 1.17 0.1124
H 2.36 -1.45 1.65 0.1276
H 0.09 -2.53 2.30 0.1181
H -1.95 -2.92 1.06 0.1189
H -2.37 -1.44 -1.00 0.1015
H -1.43 1.04 -0.86 0.1012
H 0.67 1.23 0.30 0.1134
C -0.29 0.85 -3.08 -0.1986
C -1.29 2.00 -3.27 -0.1839
H 0.57 1.03 -3.87 0.0964
H 0.30 0.85 -2.13 0.0413
H -0.64 -0.19 -3.06 0.0641
H -0.90 2.77 -2.60 0.0624
H -2.30 1.66 -2.88 0.0752
H -1.60 2.53 -4.15 0.0499
```

Summary:
Net charge ... 0
Structure (SMILES) ... CCc1ccccc1.CC
Lowest unoccupied orbital energy ... 0.997 eV

=====

b.
Entry from the OMol25 dataset: 2 unconnected molecules or ions with the total composition C10H16 (ωB97M-V with the def2-TZVPD basis set).

Geometry as XYZ:
```
26
Properties=species:S:1:pos:R:3:lowdin_charge:R:1
C -2.64 -1.42 1.12 -0.0679
C -2.27 -0.04 0.71 -0.2643
C -3.28 0.91 0.86 -0.0473
C -3.03 2.16 0.28 -0.1533
C -1.93 2.53 -0.35 -0.1325
C -0.83 1.67 -0.35 -0.0632
C -0.96 0.38 0.25 -0.0131
H -2.21 -2.00 0.23 0.1097
H -3.59 -1.70 1.39 0.0420
H -2.02 -1.87 1.95 0.0912
H -4.17 0.74 1.41 0.1030
H -3.92 2.76 0.32 0.1005
H -1.93 3.68 -0.68 0.1512
H 0.14 1.86 -0.70 0.0749
H -0.19 -0.34 0.30 0.0198
C 3.81 -0.53 -1.53 -0.1032
C 3.30 -0.99 -0.12 -0.3341
C 1.86 -1.09 0.00 -0.1826
H 4.83 -0.52 -1.52 0.0260
H 3.57 0.46 -1.85 0.0694
H 3.69 -1.30 -2.23 0.0554
H 3.82 -1.99 0.07 0.1205
H 3.63 -0.23 0.67 0.1221
H 1.48 -1.93 -0.61 0.0871
H 1.37 -1.00 1.02 0.0941
H 1.48 -0.19 -0.66 0.0946
```

Summary:
Net charge ... 0
Structure (SMILES) ... Cc1ccccc1.CCC
Lowest unoccupied orbital energy ... 0.965 eV

=====

c.
Entry from the OMol25 dataset: 2 unconnected molecules or ions with the total composition C10H16 (ωB97M-V with the def2-TZVPD basis set).

Geometry as XYZ:
```
26
Properties=species:S:1:pos:R:3:lowdin_charge:R:1
C 1.91 -1.87 1.06 -0.0910
C 0.49 -2.45 1.30 -0.1930
C -0.66 -1.53 0.97 -0.2341
C -1.88 -1.62 1.62 -0.0610
C -2.88 -0.66 1.50 -0.0855
C -2.62 0.51 0.79 -0.0894
C -1.51 0.49 -0.05 -0.0967
C -0.57 -0.52 0.00 -0.0496
H 1.86 -0.81 0.86 0.0599
H 2.38 -2.29 0.17 0.0700
H 2.52 -2.14 1.92 0.0670
H 0.33 -3.38 0.74 0.1160
H 0.43 -2.65 2.36 0.0972
H -2.02 -2.39 2.37 0.1103
H -3.66 -0.68 2.25 0.0997
H -3.27 1.36 0.93 0.0999
H -1.45 1.23 -0.84 0.0891
H 0.34 -0.39 -0.55 0.0918
C 0.89 2.84 -1.60 -0.1630
C 1.69 2.16 -2.71 -0.1748
H 1.28 3.78 -1.23 0.0648
H -0.14 3.01 -1.94 0.0575
H 0.77 2.03 -0.88 0.0366
H 1.80 2.75 -3.63 0.0584
H 1.25 1.20 -2.99 0.0592
H 2.73 1.99 -2.42 0.0606
```

Summary:
Net charge ... 0
Structure (SMILES) ... CCc1ccccc1.CC
Lowest unoccupied orbital energy ... 0.982 eV

=====

Relative to the most stable one, in eV, the structures come out at a 1.428; b 1.564; c 0.000.

=====

a.
Entry from the OMol25 dataset: a single C3H8N2O molecule (ωB97M-V with the def2-TZVPD basis set).

Geometry as XYZ:
```
14
Properties=species:S:1:pos:R:3:lowdin_charge:R:1
C 0.64 -0.32 -1.79 -0.0418
N 0.15 -0.13 -0.38 -0.0548
C 0.14 -1.10 1.02 0.0045
C -0.37 1.08 -0.07 -0.6112
N -0.78 0.97 1.29 0.0485
O -0.51 2.08 -0.76 0.0399
H 0.50 0.62 -2.36 0.0844
H 1.71 -0.56 -1.86 0.0749
H 0.09 -1.09 -2.34 0.0734
H -0.57 -1.08 1.90 0.0782
H 0.01 -2.07 0.58 0.0443
H 1.11 -0.92 1.49 0.0674
H -1.77 0.90 1.40 0.0995
H -0.34 1.63 1.91 0.0927
```

Summary:
Net charge ... 0
Structure (SMILES) ... CN(C)C(N)=O
Lowest unoccupied orbital energy ... 0.778 eV

=====

b.
Entry from the OMol25 dataset: a single C3H8N2O molecule (ωB97M-V with the def2-TZVPD basis set).

Geometry as XYZ:
```
14
Properties=species:S:1:pos:R:3:lowdin_charge:R:1
C 1.76 -0.18 -0.08 -0.0398
C 0.26 -0.12 0.38 -0.4033
C -0.60 1.16 0.17 -0.1926
O -1.80 0.72 -0.33 -0.1786
N -1.99 -0.59 0.22 0.0473
N -0.50 -1.23 -0.10 0.0244
H 2.13 0.43 -0.90 0.0700
H 1.82 -1.24 -0.42 0.0829
H 2.41 -0.04 0.71 0.0381
H 0.47 -0.44 1.41 0.1299
H -0.64 1.69 1.08 0.0944
H -0.25 1.96 -0.58 0.1468
H -2.68 -0.86 -0.48 0.1023
H -0.39 -1.25 -1.09 0.0779
```

Summary:
Net charge ... 0
Structure (SMILES) ... C[C@H]1CONN1
Lowest unoccupied orbital energy ... 1.052 eV

=====

c.
Entry from the OMol25 dataset: a single C3H8N2O molecule (ωB97M-V with the def2-TZVPD basis set).

Geometry as XYZ:
```
14
Properties=species:S:1:pos:R:3:lowdin_charge:R:1
H -1.64 -0.11 1.77 0.0465
N -0.74 -0.28 1.35 0.1134
C -0.76 0.16 0.12 -0.5015
N -1.81 0.81 -0.44 0.0993
C 0.42 -0.02 -0.74 -0.1704
C 1.64 -0.33 0.03 -0.3258
O 1.58 -1.51 0.78 -0.0756
H -1.85 1.23 -1.39 0.1123
H -2.73 0.90 0.10 0.1368
H 0.23 -0.74 -1.53 0.1244
H 0.56 0.93 -1.36 0.1432
H 2.47 -0.26 -0.72 0.1233
H 1.82 0.55 0.72 0.1316
H 0.79 -1.32 1.32 0.0424
```

Summary:
Net charge ... 0
Structure (SMILES) ... [H]/N=C(\N)CCO
Lowest unoccupied orbital energy ... 0.695 eV

=====

d.
Entry from the OMol25 dataset: a single C3H8N2O molecule (ωB97M-V with the def2-TZVPD basis set).

Geometry as XYZ:
```
14
Properties=species:S:1:pos:R:3:lowdin_charge:R:1
C 0.49 1.76 0.43 -0.1071
N -0.53 0.71 0.71 -0.0985
C -0.75 -0.11 -0.48 -0.1936
C 0.42 -1.09 -0.60 -0.5215
N 0.24 -2.20 0.18 0.1490
O 1.52 -0.85 -1.07 0.0431
H 0.49 2.04 -0.62 0.0720
H 1.46 1.35 0.65 0.0753
H 0.18 2.64 0.99 0.0768
H -1.42 1.20 0.77 0.0937
H -0.82 0.45 -1.43 0.1177
H -1.62 -0.72 -0.43 0.0976
H -0.59 -2.26 0.75 0.0930
H 0.92 -2.93 0.14 0.1023
```

Summary:
Net charge ... 0
Structure (SMILES) ... CNCC(N)=O
Lowest unoccupied orbital energy ... 0.910 eV

=====

Relative to the most stable one, in eV, the structures come out at a 1.728; b 3.798; c 0.189; d 0.000.

=====

a.
Entry from the OMol25 dataset: a single C3H8N2O molecule (ωB97M-V with the def2-TZVPD basis set).

Geometry as XYZ:
```
14
Properties=species:S:1:pos:R:3:lowdin_charge:R:1
C 1.01 1.60 0.08 -0.0400
C 0.07 0.56 -0.48 -0.5229
O -0.67 0.87 -1.43 0.0215
N -0.09 -0.58 0.23 -0.2575
C 0.67 -0.91 1.40 -0.1182
N -1.11 -1.47 -0.12 0.0577
H 2.06 1.23 0.36 0.0983
H 0.54 2.19 0.95 0.1096
H 1.07 2.36 -0.70 0.0703
H 1.72 -1.56 1.07 0.1353
H -0.06 -1.63 2.06 0.1159
H 0.94 0.09 2.11 0.1259
H -0.99 -1.82 -1.10 0.1102
H -2.00 -0.95 -0.10 0.0940
```

Summary:
Net charge ... 0
Structure (SMILES) ... CC(=O)N(C)N
Lowest unoccupied orbital energy ... 0.772 eV

=====

b.
Entry from the OMol25 dataset: 2 unconnected molecules or ions with the total composition C3H8N2O (ωB97M-V with the def2-TZVPD basis set).

Geometry as XYZ:
```
14
Properties=species:S:1:pos:R:3:lowdin_charge:R:1
C -0.96 -0.60 1.42 -0.0428
C -1.42 -0.78 0.18 -0.2959
N -1.43 0.16 -0.85 0.0402
H -0.06 -0.06 1.66 0.0270
H -1.39 -1.13 2.26 0.0352
H -1.93 -1.71 -0.07 0.0969
H -1.28 1.13 -0.68 0.0721
H -2.12 -0.05 -1.55 0.0788
N 1.83 -0.06 -0.79 0.1236
C 1.79 1.10 -0.10 -0.4388
O 0.95 1.95 -0.29 -0.0101
H 2.34 -0.84 -0.42 0.0937
H 1.12 -0.32 -1.45 0.0908
H 2.58 1.20 0.67 0.1294
```

Summary:
Net charge ... 0
Structure (SMILES) ... C=CN.NC=O
Lowest unoccupied orbital energy ... 1.002 eV

=====

c.
Entry from the OMol25 dataset: a single C3H8N2O molecule (ωB97M-V with the def2-TZVPD basis set).

Geometry as XYZ:
```
14
Properties=species:S:1:pos:R:3:lowdin_charge:R:1
C 0.77 -0.52 -1.62 -0.0893
C 0.07 -0.74 -0.28 -0.3895
N -1.39 -1.10 -0.47 -0.0156
C 0.21 0.57 0.58 -0.5063
N -0.54 0.64 1.68 0.1591
O 1.03 1.46 0.28 0.0137
H 0.43 0.46 -1.99 0.0937
H 1.82 -0.53 -1.36 0.0623
H 0.72 -1.46 -2.25 0.0961
H 0.60 -1.53 0.35 0.1510
H -1.56 -0.53 -1.36 0.0921
H -1.43 -2.21 -0.58 0.1223
H -0.51 1.50 2.25 0.1309
H -1.10 -0.07 2.08 0.0793
```

Summary:
Net charge ... 0
Structure (SMILES) ... C[C@H](N)C(N)=O
Lowest unoccupied orbital energy ... 0.825 eV

=====

Relative to the most stable one, in eV, the structures come out at a 1.550; b 0.641; c 0.000.

=====

a.
Entry from the OMol25 dataset: 4 unconnected molecules or ions with the total composition C8H16Br8 (ωB97M-V with the def2-TZVPD basis set).

Geometry as XYZ:
```
32
Properties=species:S:1:pos:R:3:lowdin_charge:R:1
Br 4.67 18.95 6.50 0.6254
C 3.01 19.86 6.90 -0.6977
C 2.71 19.72 8.42 -0.7100
Br 1.12 20.69 8.97 0.6223
H 2.19 19.42 6.33 0.0529
H 3.09 20.90 6.58 0.0517
H 3.57 20.19 8.90 0.0494
H 2.50 18.68 8.69 -0.0448
Br -4.71 21.15 9.12 0.5554
C -4.00 19.39 9.79 -0.6420
C -2.58 19.11 9.23 -0.6450
Br -1.98 17.28 9.74 0.6373
H -4.72 18.58 9.66 0.0495
H -3.87 19.49 10.87 0.0466
H -1.85 19.81 9.64 0.0187
H -2.50 19.17 8.14 0.0511
Br 3.04 15.13 12.67 0.5863
C 1.29 14.53 11.98 -0.7028
C 0.53 15.75 11.50 -0.7112
Br 1.57 16.57 10.03 0.5993
H 0.66 14.08 12.75 0.0582
H 1.44 13.77 11.20 0.0465
H 0.56 16.42 12.36 0.0545
H -0.48 15.53 11.15 -0.0524
Br -1.77 12.91 10.74 0.6758
C -2.79 13.07 9.12 -0.6805
C -3.32 11.66 8.63 -0.6737
Br -4.12 11.70 6.84 0.5934
H -2.14 13.51 8.36 0.0506
H -3.55 13.81 9.36 0.0444
H -4.02 11.18 9.32 0.0526
H -2.43 11.04 8.51 0.0382
```

Summary:
Net charge ... 0
Structure (SMILES) ... BrCCBr.BrCCBr.BrCCBr.BrCCBr
Lowest unoccupied orbital energy ... 0.317 eV

=====

b.
Entry from the OMol25 dataset: 4 unconnected molecules or ions with the total composition C8H16Br8 (ωB97M-V with the def2-TZVPD basis set).

Geometry as XYZ:
```
32
Properties=species:S:1:pos:R:3:lowdin_charge:R:1
Br -2.95 10.50 -9.10 0.6511
C -3.27 11.38 -7.36 -0.7116
C -4.63 12.03 -7.31 -0.6964
Br -5.98 10.68 -7.20 0.6904
H -2.52 12.17 -7.24 0.0559
H -3.07 10.78 -6.48 -0.0237
H -4.87 12.69 -8.15 0.0260
H -4.70 12.65 -6.42 0.0624
Br -1.84 11.07 -4.09 0.6929
C -1.99 11.93 -2.35 -0.7127
C -1.06 11.32 -1.32 -0.6897
Br -1.14 12.41 0.30 0.6200
H -3.01 11.97 -1.99 0.0585
H -1.64 12.94 -2.53 0.0427
H -0.04 11.46 -1.69 0.0474
H -1.20 10.28 -1.05 0.0573
Br -9.63 10.28 -10.05 0.6984
C -9.23 9.35 -8.43 -0.7486
C -9.87 7.94 -8.45 -0.6775
Br -9.56 7.11 -6.69 0.6085
H -9.69 9.81 -7.55 0.0486
H -8.17 9.27 -8.22 -0.0177
H -9.28 7.35 -9.16 0.0493
H -10.91 7.95 -8.73 0.0511
Br -6.02 12.64 -11.09 0.6014
C -6.27 10.69 -11.16 -0.7327
C -5.16 10.06 -11.98 -0.6821
Br -5.62 8.13 -12.15 0.5901
H -7.19 10.49 -11.71 0.0029
H -6.35 10.31 -10.15 -0.0032
H -4.16 10.13 -11.56 -0.0150
H -5.03 10.50 -12.96 0.0560
```

Summary:
Net charge ... 0
Structure (SMILES) ... BrCCBr.BrCCBr.BrCCBr.BrCCBr
Lowest unoccupied orbital energy ... 0.391 eV

=====

Relative to the most stable one, in eV, the structures come out at a 0.263; b 0.000.

=====

a.
Entry from the OMol25 dataset: a single C2H6S molecule (ωB97M-V with the def2-TZVPD basis set).

Geometry as XYZ:
```
9
Properties=species:S:1:pos:R:3:lowdin_charge:R:1
C -0.82 0.47 -1.24 -0.3572
S -0.65 0.47 0.65 0.7107
C 0.70 -0.37 1.30 -0.5445
H 0.16 0.77 -1.48 -0.0146
H -1.75 0.94 -1.63 0.0416
H -0.93 -0.52 -1.76 0.0390
H 0.57 -1.44 1.53 0.0320
H 1.57 -0.38 0.48 0.0838
H 1.16 0.07 2.15 0.0092
```

Summary:
Net charge ... 0
Structure (SMILES) ... CSC
Lowest unoccupied orbital energy ... 1.103 eV

=====

b.
Entry from the OMol25 dataset: 2 unconnected molecules or ions with the total composition C2H6S (ωB97M-V with the def2-TZVPD basis set).

Geometry as XYZ:
```
9
Properties=species:S:1:pos:R:3:lowdin_charge:R:1
C 0.56 -2.23 1.95 -0.0842
C 1.39 -1.14 1.80 -0.0670
H -0.48 -2.11 2.22 0.0255
H 0.73 -3.06 1.21 0.0528
H 0.85 -0.23 2.08 0.0361
H 2.46 -1.23 1.86 0.0368
S -1.30 3.13 -3.89 0.4591
H -2.36 2.51 -3.40 -0.2431
H -1.84 4.37 -3.82 -0.2161
```

Summary:
Net charge ... 0
Structure (SMILES) ... C=C.S
Lowest unoccupied orbital energy ... 0.988 eV

=====

c.
Entry from the OMol25 dataset: a single C2H6S molecule (ωB97M-V with the def2-TZVPD basis set).

Geometry as XYZ:
```
9
Properties=species:S:1:pos:R:3:lowdin_charge:R:1
C 0.73 -0.10 -1.22 -0.3832
S 0.97 -0.41 0.62 0.7271
C -0.66 0.01 1.20 -0.4905
H 0.75 -0.93 -1.92 0.0253
H 1.50 0.66 -1.38 0.0115
H -0.20 0.44 -1.42 0.0269
H -0.72 0.99 1.68 0.0298
H -1.46 0.03 0.46 0.0366
H -0.90 -0.69 1.99 0.0167
```

Summary:
Net charge ... 0
Structure (SMILES) ... CSC
Lowest unoccupied orbital energy ... 1.167 eV

=====

Relative to the most stable one, in eV, the structures come out at a 0.748; b 1.483; c 0.000.